1.
A molecular structure, C17H7Cl5NOYb in a non-equilibrium geometry. Source: OMol25; level of theory: ωB97M-V with the def2-TZVPD basis set.

Each line ends with the Löwdin charge.
Atoms and positions in Å:
C 2.820 -0.402 -1.294  -0.26
C -1.496 -4.030 2.532  -0.09
N 7.638 -0.259 -3.705  0.15
C 6.613 -0.281 -3.187  -0.18
H 5.072 1.813 -2.545  0.12
Cl -5.855 2.018 -1.356  0.70
H -2.464 -4.360 2.910  0.08
C 3.515 -1.581 -1.575  -0.02
C 0.429 -0.470 -0.134  -0.18
Cl -6.081 4.502 0.564  0.70
C 4.752 -1.542 -2.191  -0.03
O -2.648 -2.061 1.949  -0.24
H 2.856 1.735 -1.442  0.12
Cl -1.987 2.568 3.523  0.64
C -2.956 1.305 1.337  -0.32
H -0.755 -3.999 3.338  0.09
H 3.068 -2.529 -1.306  0.12
C 4.633 0.864 -2.267  -0.03
C 3.395 0.821 -1.650  -0.02
Yb -1.613 -0.622 0.975  1.41
Cl -4.139 4.762 2.988  0.69
C -4.893 3.294 0.850  -0.70
C -1.534 -2.699 1.922  -0.35
C 5.315 -0.318 -2.537  -0.23
H 5.285 -2.458 -2.409  0.12
H -1.090 -4.734 1.801  0.09
Cl -3.680 -0.172 -0.810  0.61
C -3.068 2.408 2.157  -0.71
C -3.832 1.261 0.293  -0.66
C -4.018 3.404 1.940  -0.70
C -4.808 2.201 -0.005  -0.71
C 1.526 -0.438 -0.666  -0.19

Forces on the atoms, in the same order (eV/Å):
C -0.2 0.0 0.0
C 0.1 -0.3 0.2
N 0.0 0.0 0.0
C -0.4 0.0 0.2
H 0.0 0.0 0.0
Cl 0.0 0.1 0.1
H 0.0 0.0 0.0
C 0.0 0.0 0.0
C -0.1 0.0 0.1
Cl 0.0 0.0 0.0
C 0.0 -0.1 0.0
O -0.6 -2.2 1.0
H 0.0 0.0 0.0
Cl -0.1 -0.1 -0.2
C 0.4 -0.1 0.2
H 0.0 0.0 0.0
H 0.0 0.0 0.0
C -0.1 0.1 0.0
C 0.0 0.0 0.0
Yb 1.3 1.7 -1.3
Cl 0.0 0.0 0.0
C 0.0 0.1 0.0
C -0.5 0.7 0.0
C 0.4 0.0 -0.2
H 0.0 0.0 0.0
H 0.0 0.0 0.0
Cl 0.0 0.2 0.2
C -0.1 0.4 0.3
C -0.2 -0.2 -0.5
C 0.0 0.0 0.0
C 0.0 -0.1 -0.1
C 0.2 0.0 -0.1

## Properties
F_max: 2.48 eV/Å
Electronic energy: -4241.554316 hartree
2S+1: 2
<S²>: 0.7510
Orbital gap (alpha / beta): 0.31067 / 0.30563 hartree
HOMO energy (alpha / beta): -8.8 / -8.8 eV
Energy above the lowest of the compared OMol25 structures with the same formula, charge and spin: 0.000 eV


2.
A molecular structure, C17H8Cl4N2O5Pt in a non-equilibrium geometry. Source: OMol25; level of theory: ωB97M-V with the def2-TZVPD basis set.

Each line ends with the Löwdin charge.
Atoms and positions in Å:
O -1.114 3.008 0.001  -0.21
C 2.740 -3.415 0.004  -0.07
O 4.503 4.383 -0.003  0.06
C -4.882 -2.881 -0.005  -0.13
H 4.843 -3.016 -0.010  0.11
H 1.607 5.311 0.000  0.06
O -1.794 -0.909 -0.003  -0.33
Cl -2.403 -3.854 -0.010  0.73
C -3.078 -1.223 -0.003  -0.45
C 1.486 -2.833 0.011  -0.06
O 2.591 5.473 -0.001  0.14
C 0.005 3.619 0.001  -0.54
C -4.102 -0.278 0.000  -0.53
N 2.245 0.818 0.000  0.00
H -6.190 0.235 0.003  0.11
H -5.180 -3.919 -0.007  0.11
C -5.455 -0.558 0.001  -0.13
C 2.443 -0.630 0.001  -0.14
H 0.344 -1.058 0.015  0.05
C -3.540 -2.559 -0.005  -0.58
C 2.558 3.049 -0.001  -0.04
C 3.711 -1.215 -0.006  -0.05
C 1.199 2.725 0.000  -0.13
N 1.000 1.403 0.001  0.04
C 3.300 4.366 -0.002  -0.50
C 1.336 -1.457 0.009  -0.02
Cl 4.865 1.642 -0.001  0.90
Pt -1.247 1.045 0.000  1.04
O 0.101 4.836 0.002  0.10
C 3.182 1.820 -0.001  -0.53
H 4.602 -0.634 -0.013  0.03
C 3.847 -2.593 -0.004  -0.07
Cl -3.608 1.395 0.003  0.83
Cl -7.524 -2.288 -0.001  0.68
H 2.848 -4.491 0.005  0.11
H 0.601 -3.440 0.017  0.08
C -5.840 -1.879 -0.002  -0.68

Forces on the atoms, in the same order (eV/Å):
O -0.4 0.0 0.0
C -0.1 -0.1 0.0
O 0.0 0.1 0.0
C 0.0 0.0 0.0
H 0.0 0.0 0.0
H 0.0 -0.1 0.0
O 0.2 -0.4 0.0
Cl 0.3 0.0 0.0
C 0.3 0.2 0.0
C 0.0 0.0 0.0
O -0.1 0.0 0.0
C 0.2 0.1 0.0
C -0.2 -0.3 0.0
N 0.1 0.2 0.0
H 0.0 0.0 0.0
H 0.0 0.0 0.0
C -0.1 0.2 0.0
C 0.0 0.1 0.0
H -0.3 0.0 0.0
C 0.1 0.1 0.0
C -0.1 0.2 0.0
C -0.1 0.1 0.0
C 0.0 -0.3 0.0
N -0.3 -0.2 0.0
C 0.0 0.0 0.0
C -0.1 0.1 0.0
Cl 0.0 -0.3 0.0
Pt -0.5 0.4 0.0
O 0.1 0.0 0.0
C -0.1 -0.3 0.0
H 0.2 0.1 0.0
C 0.1 0.0 0.0
Cl 1.0 0.0 0.0
Cl 0.0 0.0 0.0
H 0.0 0.0 0.0
H -0.3 -0.1 0.0
C 0.0 0.0 0.0

## Properties
F_max: 1.03 eV/Å
Electronic energy: -3098.434141 hartree
2S+1: 1
Orbital gap: 0.26819 hartree
HOMO energy: -8.7 eV
Energy above the lowest of the compared OMol25 structures with the same formula, charge and spin: 0.216 eV


3.
A molecular structure, C17H9Br2KN4O6. Source: OMol25; level of theory: ωB97M-V with the def2-TZVPD basis set.

Each line ends with the Löwdin charge.
Atoms and positions in Å:
C 2.559 -3.873 2.382  -0.67
H 2.315 -4.940 0.523  0.11
H -3.974 1.018 -7.691  0.13
C 1.349 -0.366 3.072  -0.20
C -2.615 -0.178 -6.524  -0.11
C -2.829 1.741 -4.568  0.08
C 1.364 1.011 5.029  -0.67
Br 3.457 -5.272 3.269  0.79
C 2.145 -4.027 1.075  -0.09
N 0.780 0.612 2.359  0.07
N -2.500 -1.210 -7.572  -0.35
H 1.165 -3.029 -0.540  0.12
C 0.509 1.762 2.965  -0.12
H 2.653 -2.585 4.065  0.09
N 1.254 -1.799 1.108  0.05
O -1.417 1.405 -2.207  -0.14
C -3.516 1.856 -5.764  -0.11
N -4.377 3.033 -5.984  -0.35
H 2.100 -0.979 5.012  0.10
H -1.274 -1.190 -5.176  0.13
H 0.045 2.528 2.354  0.12
C 1.648 -1.662 2.378  -0.20
C -1.909 -0.333 -5.346  0.08
O -4.961 3.110 -7.046  0.08
Br 1.767 1.260 6.851  0.79
C 1.652 -0.197 4.421  -0.06
O -4.438 3.859 -5.098  0.08
O -1.782 -2.162 -7.346  0.08
O -3.131 -1.044 -8.596  0.08
C -1.249 0.490 -3.047  -0.69
C 2.315 -2.686 3.047  -0.06
K 0.045 0.209 -0.509  0.92
O -0.530 -0.529 -2.940  -0.12
C 0.779 2.026 4.298  -0.09
H 0.535 2.982 4.735  0.11
C -3.431 0.911 -6.766  0.08
H -2.918 2.499 -3.803  0.13
C -2.019 0.636 -4.359  -0.09
C 1.500 -2.950 0.490  -0.11

Forces on the atoms, in the same order (eV/Å):
C 0.0 0.0 0.0
H 0.0 0.0 0.0
H 0.0 0.0 0.0
C 0.0 0.1 0.1
C 0.0 0.1 0.0
C -0.1 0.0 -0.1
C 0.0 0.0 0.0
Br 0.0 0.0 0.0
C 0.0 0.0 0.0
N 0.0 -0.2 -0.2
N 0.0 0.0 0.0
H 0.0 0.0 0.0
C 0.0 0.0 0.0
H 0.0 0.0 0.0
N 0.0 0.1 0.1
O 0.0 0.0 0.0
C 0.1 -0.1 0.1
N 0.1 0.1 -0.1
H 0.0 0.0 0.0
H 0.0 0.0 0.0
H 0.0 0.0 0.0
C 0.1 -0.1 0.0
C 0.0 0.0 0.1
O 0.0 0.0 0.0
Br 0.0 0.0 0.0
C 0.0 0.0 0.0
O 0.0 0.0 0.0
O 0.0 0.0 0.0
O 0.0 0.0 0.0
C -0.2 0.0 -0.4
C 0.0 0.0 0.0
K 0.1 0.0 0.3
O 0.1 0.0 0.2
C 0.0 0.0 0.0
H 0.0 0.0 0.0
C 0.0 0.0 0.0
H 0.0 0.0 0.0
C 0.0 0.0 0.0
C 0.0 0.0 -0.1

## Properties
F_max: 0.47 eV/Å
Electronic energy: -7071.575228 hartree
2S+1: 1
Orbital gap: 0.30794 hartree
HOMO energy: -9.5 eV
Energy above the lowest of the compared OMol25 structures with the same formula, charge and spin: 0.000 eV


4.
C17H9ClN2O2S in the gas phase in a non-equilibrium geometry. Source: OMol25; level of theory: ωB97M-V with the def2-TZVPD basis set.

Each line ends with the Löwdin charge.
Atoms and positions in Å:
H -3.715 -0.462 0.150  0.08
O -1.997 4.231 -2.328  0.12
Cl 6.382 -1.236 1.850  0.65
C -0.660 0.877 -0.326  -0.23
H -0.181 2.786 -1.068  0.15
N 0.710 0.677 -0.324  0.20
S 3.409 -1.037 1.827  1.03
C 4.867 -0.334 -0.226  -0.17
N -1.453 -3.573 1.171  0.06
C 3.501 -0.162 -0.702  -0.08
C -1.025 2.121 -0.727  0.08
H -3.345 5.374 -1.185  0.14
C -2.656 3.780 -1.430  -0.54
H 3.189 0.127 -1.714  0.13
C 1.174 -0.403 0.134  -0.28
H 5.708 -0.022 -0.874  0.11
C -1.588 -0.023 0.005  -0.11
C 0.712 -2.797 0.878  -0.02
C -0.151 -3.779 1.253  -0.14
C -3.327 1.508 -0.413  0.01
O -3.497 4.533 -0.707  0.13
H 0.074 -4.817 1.562  0.12
C -1.117 -1.289 0.490  -0.04
C -2.994 0.214 -0.083  0.02
C -1.904 -2.423 0.830  -0.09
C 0.305 -1.476 0.551  -0.07
H -2.975 -2.395 0.718  0.11
H -4.382 1.814 -0.392  0.12
C -2.393 2.502 -0.889  -0.10
C 4.926 -0.821 1.083  -1.08
C 2.605 -0.547 0.263  -0.42
H 1.798 -2.948 0.622  0.11

Forces on the atoms, in the same order (eV/Å):
H -1.7 -1.9 0.8
O -0.2 0.4 -0.6
Cl 0.3 0.0 0.5
C 2.0 1.1 -0.5
H -1.2 -0.6 0.5
N -0.3 1.4 -0.1
S -1.0 0.3 -1.9
C -0.6 0.2 0.1
N -0.8 -1.2 1.0
C 0.7 -0.9 1.5
C -1.4 3.4 -2.5
H -0.7 0.2 0.5
C 0.6 1.3 0.3
H 0.3 0.0 0.6
C -0.2 -1.7 1.0
H -0.3 -0.6 0.8
C -3.1 -3.4 1.2
C 3.0 1.1 -1.0
C 0.3 -0.9 -0.1
C -1.1 1.3 -1.0
O -0.1 0.6 -0.9
H 0.6 0.9 -0.4
C 1.9 -0.9 0.2
C 3.3 3.8 -0.6
C -0.6 1.8 -1.0
C -2.6 -1.6 0.2
H -0.4 0.3 0.0
H 0.4 -0.3 -0.2
C 2.2 -4.9 2.4
C 0.3 1.0 -2.5
C 1.7 0.2 0.5
H -1.2 -0.4 1.0

## Properties
F_max: 5.93 eV/Å
Structure (SMILES): O=C(O)c1ccc2c(c1)nc(-c1ccc(Cl)s1)c1ccncc12
Electronic energy: -1771.579176 hartree
2S+1: 1
Orbital gap: 0.30009 hartree
HOMO energy: -8.6 eV
Energy above the lowest of the compared OMol25 structures with the same formula, charge and spin: 0.000 eV


5.
A molecular structure, C18H10AsCl2F11N5O4TeTi. Source: OMol25; level of theory: ωB97M-V with the def2-TZVPD basis set.

Each line ends with the Löwdin charge.
Atoms and positions in Å:
O -0.278 1.259 -0.010  -0.58
C 1.646 1.820 -4.513  0.08
O -2.096 -3.512 0.805  0.14
H 1.213 1.939 -5.496  0.15
N 0.221 -0.988 -2.712  0.12
C -1.536 -1.588 2.016  -0.16
Te -0.223 3.083 -0.153  1.83
C -1.471 -2.485 0.820  -0.40
C -0.771 0.366 2.976  -0.09
F 1.816 0.547 1.496  -0.33
F 1.678 -1.770 1.468  -0.27
F 3.808 -0.713 0.909  -0.20
O 1.848 -1.103 -0.996  -0.10
H -2.978 -1.163 5.016  0.13
C -0.344 -2.885 -1.267  -0.17
N -0.619 -2.000 -0.183  0.02
C 1.184 0.831 -3.685  -0.05
C -0.366 -4.270 -1.123  -0.01
As 2.910 -0.746 2.366  0.83
N 1.042 -0.337 -1.736  -0.20
C 2.678 2.620 -4.033  0.03
F -0.327 3.330 1.668  -0.31
F -0.047 2.958 -2.003  -0.32
F -0.131 4.903 -0.357  -0.31
F -2.044 3.191 -0.314  -0.31
C 3.224 2.401 -2.771  0.03
H 3.073 3.415 -4.652  0.14
C -2.358 -0.977 4.150  0.01
N -0.753 -0.510 1.967  0.00
F 1.776 -0.689 3.636  -0.17
F 3.712 -2.095 2.966  -0.15
C -2.340 -1.879 3.095  0.05
Cl 0.445 -5.606 -4.807  0.74
F 3.833 0.496 3.039  -0.16
C 0.169 -4.595 -3.451  -0.67
Ti 0.521 -0.443 0.266  1.19
C -1.575 0.165 4.082  0.00
H -2.931 -2.783 3.082  0.14
H 4.040 3.005 -2.402  0.14
N 1.719 0.679 -2.469  0.08
F 1.632 3.095 -0.036  -0.33
C 0.207 -0.279 -3.899  -0.33
H -1.569 0.892 4.880  0.13
C 0.014 -2.389 -2.524  -0.12
C -0.126 -5.115 -2.193  -0.65
Cl -0.197 -6.810 -1.935  0.74
H -0.590 -4.718 -0.170  0.12
H 0.532 -2.816 -4.562  0.12
C 2.724 1.401 -1.965  0.03
H 3.083 1.145 -0.977  0.14
O -0.405 -0.515 -4.897  0.18
H -0.124 1.226 2.893  0.11
C 0.269 -3.224 -3.597  -0.02

Forces on the atoms, in the same order (eV/Å):
O 0.1 -0.1 0.0
C 0.0 0.0 0.0
O -0.1 0.1 -0.2
H 0.0 0.0 0.0
N 0.1 0.0 0.0
C 0.0 -0.1 0.0
Te 0.0 0.0 0.0
C 0.0 0.0 0.2
C 0.0 0.0 0.0
F 0.1 0.1 -0.1
F 0.1 0.0 0.0
F 0.0 0.0 0.0
O 0.1 0.2 0.0
H 0.0 0.0 0.0
C 0.0 0.0 -0.1
N 0.2 0.2 0.1
C 0.0 0.0 0.0
C 0.0 -0.1 0.0
As 0.0 0.0 -0.1
N -0.1 -0.2 -0.2
C 0.0 0.0 0.0
F 0.0 0.0 0.0
F 0.0 0.0 0.0
F 0.0 0.0 0.0
F 0.0 0.0 0.0
C 0.0 0.0 0.0
H 0.0 0.0 0.0
C 0.0 0.0 0.0
N 0.0 -0.1 0.0
F 0.0 0.0 0.0
F 0.0 0.0 0.0
C -0.1 0.1 0.0
Cl 0.0 0.0 0.0
F 0.0 0.0 0.0
C 0.0 0.0 0.0
Ti -0.1 -0.1 0.1
C 0.0 0.0 0.0
H 0.0 0.0 0.0
H 0.0 0.0 0.0
N 0.0 0.0 0.0
F 0.0 0.0 0.0
C 0.0 0.0 0.0
H 0.0 0.0 0.0
C 0.0 0.0 0.0
C 0.0 0.0 0.0
Cl 0.0 0.0 0.0
H 0.0 0.0 0.0
H 0.0 0.0 0.0
C 0.0 0.0 0.0
H 0.0 0.0 0.0
O 0.0 0.0 0.0
H 0.0 0.0 0.0
C 0.0 0.0 0.0

## Properties
F_max: 0.27 eV/Å
Electronic energy: -6638.848459 hartree
2S+1: 1
Orbital gap: 0.24227 hartree
HOMO energy: -11.7 eV
Total charge: +1
Energy above the lowest of the compared OMol25 structures with the same formula, charge and spin: 0.242 eV


6.
A molecular structure, C18H10Br2Cl3N3O3PtS in a non-equilibrium geometry. Source: OMol25; level of theory: ωB97M-V with the def2-TZVPD basis set.

Each line ends with the Löwdin charge.
Atoms and positions in Å:
C -1.298 0.572 3.530  0.01
H -0.337 1.895 2.117  0.10
C 4.429 -2.428 -1.714  -0.03
O -2.968 2.578 -1.380  0.12
C 4.468 -1.167 -2.266  -0.04
H -0.695 2.585 -1.185  0.06
H 5.203 -3.139 -1.966  0.13
C -3.600 -3.108 1.342  -0.13
O -2.026 -0.947 -1.067  -0.12
C -2.462 -1.260 2.511  -0.16
C -3.257 -2.463 2.520  -0.58
N 0.799 3.505 -2.766  -0.25
C -2.054 -0.749 1.276  -0.14
H 1.625 -2.224 0.227  0.12
H -4.192 -4.011 1.380  0.12
Pt -0.790 0.770 -1.026  0.95
C 2.410 -1.941 -0.461  0.01
C -0.941 1.007 2.252  -0.07
O -3.485 4.835 -1.522  0.27
S 3.140 1.299 -2.503  1.04
Cl 0.781 2.876 -1.436  0.76
C -3.241 3.714 -1.452  -0.39
H 0.716 3.749 -3.745  0.10
Cl 1.310 4.315 1.359  0.80
Br -3.654 -3.476 -1.454  0.97
C -2.410 -1.415 0.037  -0.35
C -2.066 -0.560 3.664  0.02
C 0.990 3.493 -0.005  -0.90
C 1.802 1.383 -1.425  -0.78
C 2.435 -0.660 -1.010  -0.28
C 3.411 -2.813 -0.826  -0.03
Cl 3.997 3.607 -1.448  0.14
N -1.313 0.372 1.156  0.03
C 3.441 -0.291 -1.909  -0.42
H 3.426 -3.814 -0.417  0.12
C -3.195 -2.611 0.114  -0.58
H 5.256 -0.869 -2.943  0.13
Br -3.843 -3.182 4.123  0.97
H -2.364 -0.914 4.641  0.10
N 1.522 0.356 -0.718  0.02
H -0.972 1.129 4.396  0.13

Forces on the atoms, in the same order (eV/Å):
C -0.1 -0.1 0.0
H 0.0 0.0 0.0
C 0.0 -0.1 0.1
O -0.1 0.3 0.0
C -0.1 0.1 0.0
H -0.4 -1.8 0.2
H 0.0 0.0 0.0
C 0.0 0.1 0.0
O -0.3 0.1 -0.4
C 0.0 0.0 0.1
C 0.0 0.0 -0.1
N 0.3 -0.7 1.3
C -0.1 0.0 0.1
H 0.0 0.0 0.0
H 0.0 0.0 0.0
Pt -0.8 -0.4 1.1
C 0.0 0.1 0.0
C 0.1 0.2 0.0
O 0.0 0.0 0.0
S 0.3 0.7 -0.5
Cl 0.4 4.5 0.2
C -0.1 0.0 -0.1
H 0.1 -0.4 -0.1
Cl 0.3 0.6 -0.5
Br 0.0 0.0 0.0
C -0.1 0.0 -0.1
C 0.0 0.0 0.0
C -0.6 -2.4 -0.9
C 1.1 -0.9 -0.5
C 0.0 -0.4 0.4
C 0.1 0.0 -0.1
Cl 0.0 -0.1 0.1
N 0.0 0.0 -0.3
C 0.0 -0.2 0.0
H 0.0 0.0 0.0
C 0.0 -0.1 0.0
H 0.0 0.0 0.0
Br 0.0 0.0 0.0
H 0.0 0.0 0.0
N -0.1 1.0 -0.2
H 0.0 0.0 0.0

## Properties
F_max: 4.56 eV/Å
Electronic energy: -8126.819728 hartree
2S+1: 5
<S²>: 6.0585
Orbital gap (alpha / beta): 0.23920 / 0.22526 hartree
HOMO energy (alpha / beta): -14.2 / -14.8 eV
Total charge: +2


F_max of number 2 (C17H8Cl4N2O5Pt)?
1.03 eV/Å